1.
Molecular formula: C4H7N2OS
Method: DFT, the ωB97M-V functional and the def2-TZVPD basis

Computed properties:
- charge = +1

Structure (XYZ):
```
15
Properties=species:S:1:pos:R:3:forces:R:3
C 1.37247 -1.36010 -0.12443 -0.455 -1.323 -0.686
C 2.58324 0.59640 0.16521 -3.457 -1.628 0.225
C 0.18192 -0.68821 -0.12070 -1.025 0.819 0.306
C 0.18279 0.70343 -0.05287 1.955 0.570 -0.577
N 2.47801 -0.74636 0.16460 3.439 3.685 -0.085
N 1.42740 1.36245 -0.03704 -0.428 -1.253 0.552
O -3.10584 -0.72428 0.13597 -1.521 1.600 0.710
S -1.15577 1.76367 -0.18541 0.486 1.145 0.145
H 1.55913 -2.41961 -0.41498 -0.892 0.690 0.564
H 3.46821 1.12119 0.43890 0.665 0.122 -0.085
H -0.79254 -1.12147 -0.11701 -0.311 -0.618 -0.293
H -3.91655 -0.21372 0.41133 1.306 -0.194 -0.191
H 1.37969 2.40650 -0.03481 0.620 -1.215 -0.040
H -3.54633 -1.54939 0.01535 -0.018 -1.537 -0.443
H -2.11584 0.86948 -0.24412 -0.364 -0.863 -0.103
```
Positions in Å, forces in eV/Å.

=====

2.
Molecular formula: C36H34ClN6O9PRuSe2
Method: DFT, the ωB97M-V functional and the def2-TZVPD basis

Computed properties:
- charge = -1
- ⟨S²⟩ = 0.7545
- 2S+1 = 2

Structure (XYZ):
```
90
Properties=species:S:1:pos:R:3:forces:R:3
Ru 1.88142 -1.16641 1.47524 -0.400 2.560 0.187
O 2.58463 -0.91072 5.51996 0.039 0.010 0.029
C 2.79131 -0.94974 4.31852 -0.099 0.054 -0.075
O 1.84013 -0.83783 3.44342 0.020 -0.392 0.390
C 4.21722 -1.08110 3.82521 0.031 -0.200 0.036
C 5.16707 -1.35808 4.78424 -0.077 0.000 -0.015
C 6.50136 -1.49787 4.43507 0.115 -0.015 0.062
C 6.91565 -1.36370 3.12801 0.007 0.015 0.004
C 5.97963 -1.05846 2.16399 0.161 0.090 -0.105
C 4.59701 -0.89888 2.46422 -0.163 0.055 -0.071
O 3.75393 -0.56746 1.54578 0.628 -0.546 -0.218
N 6.50507 -0.90136 0.79595 -0.035 0.048 0.178
O 5.83429 -0.33020 -0.03351 -0.024 0.050 -0.041
O 7.62619 -1.34148 0.58036 -0.009 -0.057 -0.041
N 7.49765 -1.78201 5.46544 -0.118 0.004 -0.092
O 7.12174 -1.84034 6.62144 0.015 -0.015 0.029
O 8.65399 -1.94431 5.11502 0.040 0.008 0.012
H 4.84539 -1.46163 5.81032 -0.003 0.012 -0.006
H 7.95190 -1.48422 2.85610 -0.006 -0.009 0.001
Se 1.89566 -1.02262 -1.08476 0.236 -0.228 0.121
P 1.86902 1.11088 -0.74148 0.036 0.028 -0.389
Se 1.51863 1.58509 1.32247 -0.021 -0.481 0.070
C 3.43297 1.82414 -1.32952 0.005 0.079 0.050
C 3.88828 1.49611 -2.60441 -0.010 -0.025 0.012
C 5.07498 2.02974 -3.07364 0.003 0.005 -0.002
C 5.81793 2.88579 -2.26927 -0.001 -0.003 -0.012
C 5.37185 3.20398 -0.99757 -0.013 -0.003 0.009
C 4.17792 2.67398 -0.52501 0.027 -0.005 -0.006
C 0.60857 1.86886 -1.82487 -0.019 0.027 -0.063
C 0.04631 3.09475 -1.48031 0.026 0.118 -0.047
C -0.89420 3.68836 -2.30916 0.112 0.079 0.039
C -1.28379 3.05737 -3.48379 0.100 -0.019 -0.117
C -0.73274 1.83041 -3.82597 0.101 0.179 -0.103
C 0.21031 1.23678 -2.99877 0.103 0.092 0.005
H 3.32941 0.79830 -3.21679 -0.014 0.011 -0.012
H 5.43075 1.76608 -4.06125 0.003 -0.009 0.003
H 6.75418 3.29056 -2.63237 0.000 -0.003 0.002
H 5.95944 3.85411 -0.36198 -0.005 -0.004 0.002
H 3.83557 2.89552 0.47751 0.002 0.004 0.002
H 0.34223 3.57616 -0.55563 -0.014 0.000 0.008
H -1.33012 4.64044 -2.03318 0.007 0.007 -0.001
H -2.02169 3.51891 -4.12827 -0.015 -0.004 0.002
H -1.04907 1.32253 -4.72821 0.017 0.005 0.016
H 0.61392 0.26344 -3.25083 0.002 0.019 0.005
C -6.48183 -1.10407 1.60213 0.003 0.003 -0.025
C -5.94428 0.07083 0.76902 -0.028 -0.038 -0.018
C -6.10041 1.35554 1.58969 -0.012 0.014 -0.013
C -6.81876 0.17821 -0.48871 -0.003 0.001 0.006
C -4.45101 -0.19604 0.34936 0.016 0.124 0.013
O -4.45739 -1.45025 -0.30837 0.036 -0.014 -0.012
C -3.95812 0.90411 -0.61630 0.089 -0.116 0.012
C -2.55185 0.77501 -1.22555 -0.137 -0.109 0.021
C -2.40543 -0.31694 -2.25626 -0.136 -0.110 0.082
C -1.48095 -1.33867 -2.08925 -0.216 -0.070 0.041
C -1.31428 -2.33009 -3.04763 0.019 0.023 0.022
C -2.09125 -2.29067 -4.18976 0.029 -0.024 -0.046
Cl -1.89334 -3.51818 -5.41462 -0.014 0.017 0.030
C -3.01993 -1.28086 -4.38856 -0.024 0.025 -0.009
C -3.16537 -0.29942 -3.42290 -0.050 -0.056 0.055
C -3.60125 -0.22147 1.64140 0.006 -0.068 -0.031
N -2.31770 -0.89810 1.54085 -0.080 0.022 0.104
C -1.11044 -0.38093 1.73063 0.130 0.067 0.090
N -0.20121 -1.33540 1.64266 -0.348 -0.656 -0.382
C -0.93607 -2.46126 1.41801 -0.064 0.083 -0.067
N -2.22686 -2.23607 1.34579 0.044 0.038 0.035
H -7.56438 -1.00729 1.70202 0.002 0.017 0.021
H -6.07348 -1.12822 2.61368 0.004 -0.007 -0.007
H -6.26510 -2.05456 1.11847 -0.014 0.001 -0.006
H -7.16103 1.52322 1.78927 0.002 -0.006 0.018
H -5.72771 2.23511 1.06327 -0.014 -0.004 -0.002
H -5.59781 1.29280 2.55704 0.006 0.003 -0.004
H -7.87101 0.13720 -0.20144 -0.001 0.008 -0.001
H -6.61886 -0.64648 -1.17306 0.000 -0.001 0.000
H -6.66494 1.11906 -1.01812 -0.003 -0.006 0.000
H -3.65714 -1.95509 -0.10449 -0.018 0.003 0.007
H -4.01280 1.86644 -0.10119 -0.016 0.014 -0.015
H -4.66288 0.94422 -1.44632 -0.005 0.038 0.012
H -1.78437 0.65065 -0.46348 0.012 0.006 0.028
H -2.32811 1.72989 -1.71099 -0.104 -0.164 0.106
H -0.84973 -1.35318 -1.21005 -0.037 -0.013 -0.009
H -0.58098 -3.11328 -2.90687 0.001 -0.005 0.003
H -3.61627 -1.26732 -5.29084 0.009 0.003 -0.009
H -3.88170 0.49812 -3.58850 -0.007 0.002 0.005
H -4.14484 -0.70898 2.44666 0.003 -0.011 -0.014
H -3.38177 0.80127 1.94409 -0.002 -0.003 0.032
H -0.91155 0.65894 1.92042 -0.005 0.011 -0.041
H -0.50266 -3.43837 1.30347 -0.023 -0.013 -0.027
O 1.43011 -4.95922 -0.02539 -0.099 -0.032 0.003
C 1.74827 -4.03056 0.64698 0.324 -0.040 0.066
N 2.07651 -3.13356 1.35604 -0.069 -0.495 0.069
```
Positions in Å, forces in eV/Å.

=====

3.
Molecular formula: C24H24N4O6S
Method: DFT, the ωB97M-V functional and the def2-TZVPD basis

Computed properties:
- charge = 0
- SMILES = COc1cccc(CN(C)C(=O)c2ccc(NS(=O)(=O)c3ccc4[nH]c(=O)[nH]c4c3)cc2)c1OC

Structure (XYZ):
```
59
Properties=species:S:1:pos:R:3:forces:R:3
C -2.85018 2.34751 -2.85795 -0.253 0.231 0.214
O -2.30606 1.55847 -3.89759 0.370 -0.079 -0.187
C -1.31734 0.66606 -3.61998 0.015 -0.093 0.066
C -1.28094 -0.46625 -4.43581 -0.032 0.170 0.078
C -0.34253 -1.45351 -4.23261 -0.076 0.030 0.005
C 0.57014 -1.34553 -3.19631 0.046 0.110 0.061
C 0.58055 -0.21779 -2.39164 -0.056 0.103 -0.029
C 1.56192 -0.06845 -1.24574 -0.187 0.190 0.130
N 2.61947 -1.04555 -1.26549 -0.017 0.206 -0.190
C 3.69303 -0.78475 -2.19927 0.231 -0.159 -0.076
C 2.71073 -2.11830 -0.43809 -0.029 -0.051 0.085
O 3.66507 -2.87444 -0.46569 0.128 -0.161 0.148
C 1.60249 -2.31374 0.54836 -0.104 -0.217 0.185
C 0.26992 -2.47389 0.17826 0.202 0.027 0.097
C -0.70434 -2.67544 1.13599 0.058 -0.132 0.040
C -0.36346 -2.71210 2.48575 0.502 0.014 -0.708
N -1.36966 -2.85491 3.44141 -0.945 0.110 0.321
S -2.67217 -1.78118 3.41183 0.425 0.108 0.349
O -3.43182 -1.99573 2.22142 0.265 0.106 -0.206
O -3.30509 -1.92718 4.68592 0.240 0.060 0.151
C -1.82712 -0.20877 3.31148 -0.473 -0.547 0.097
C -1.39862 0.38311 4.48679 -0.072 -0.055 0.150
C -0.64349 1.54760 4.45867 0.035 0.021 -0.224
C -0.32821 2.06913 3.21761 -0.337 -0.541 -0.075
N 0.39686 3.17241 2.83903 0.028 0.067 0.157
C 0.43271 3.27444 1.45846 0.065 0.065 -0.125
O 0.98985 4.12432 0.80767 0.268 0.418 -0.265
N -0.29166 2.20589 0.98320 -0.060 0.028 -0.067
C -0.76919 1.45255 2.02507 -0.134 -0.258 0.690
C -1.53157 0.30192 2.05841 0.104 0.350 -0.166
C 0.97399 -2.59934 2.85592 -0.238 -0.028 0.057
C 1.94598 -2.41630 1.89236 0.007 0.026 -0.187
C -0.34819 0.80182 -2.61967 -0.061 0.069 -0.030
O -0.28583 1.94364 -1.81928 -0.164 -0.593 -0.184
C 0.49124 2.99718 -2.37602 0.165 0.393 -0.104
H -3.83646 2.64919 -3.21071 0.057 -0.015 0.068
H -2.95478 1.77233 -1.93499 -0.001 0.015 -0.038
H -2.25551 3.24224 -2.65970 -0.027 -0.091 -0.012
H -2.01740 -0.54263 -5.21940 -0.110 -0.004 -0.081
H -0.33256 -2.32466 -4.86903 -0.017 -0.084 -0.068
H 1.28014 -2.13842 -3.01816 0.113 -0.054 0.030
H 2.01803 0.92836 -1.28019 -0.071 -0.082 0.074
H 1.01593 -0.14261 -0.29994 0.140 0.128 -0.117
H 3.29951 -0.67010 -3.21036 0.004 0.027 -0.015
H 4.22752 0.12680 -1.91877 -0.012 0.009 -0.018
H 4.38123 -1.62702 -2.16555 -0.027 0.111 -0.070
H -0.00990 -2.45377 -0.86436 -0.046 0.033 -0.097
H -1.73859 -2.79871 0.85915 -0.056 -0.068 -0.104
H -1.04122 -2.98098 4.38741 -0.066 0.041 0.150
H -1.68324 -0.07354 5.42085 0.006 0.011 0.174
H -0.31443 2.02284 5.36854 0.024 0.045 0.118
H 0.84025 3.83336 3.45381 0.008 0.007 -0.162
H -0.41998 2.02556 -0.00877 0.086 0.077 -0.052
H -1.90106 -0.18384 1.17191 -0.029 -0.008 -0.182
H 1.24728 -2.65926 3.89971 0.036 0.041 0.121
H 2.98464 -2.33704 2.17549 0.097 -0.015 0.030
H -0.01818 3.45360 -3.22993 -0.036 -0.071 0.029
H 0.62462 3.72999 -1.58043 0.040 0.004 -0.071
H 1.46769 2.63542 -2.70907 -0.030 -0.045 0.036
```
Positions in Å, forces in eV/Å.

=====

4.
Molecular formula: H24O12
Method: DFT, the ωB97M-V functional and the def2-TZVPD basis

Computed properties:
- charge = 0
- SMILES = O.O.O.O.O.O.O.O.O.O.O.O

Structure (XYZ):
```
36
Properties=species:S:1:pos:R:3:forces:R:3
O -0.29631 0.02839 -0.46383 -0.276 0.300 -0.862
H -0.13731 -0.84361 -0.12683 -0.002 -1.191 0.400
H -0.16331 0.57039 0.30517 0.243 0.979 0.926
O -2.86031 -1.74461 -0.09883 0.410 -0.992 1.736
H -2.71331 -1.41861 -0.95283 -0.234 1.147 -2.178
H -2.02031 -2.22061 -0.00483 -0.304 -0.227 0.250
O 2.88969 -0.39361 -1.25283 -0.203 -0.076 -0.455
H 3.65069 -0.36061 -1.83083 0.542 -0.122 -0.030
H 2.15669 -0.36161 -1.90383 -0.125 -0.012 0.057
O -0.32631 2.19639 3.64617 0.095 0.325 -0.103
H -1.10931 2.47439 4.12017 -0.151 0.050 0.326
H -0.65831 2.01839 2.75817 -0.004 -0.550 -0.017
O 0.72369 -0.11161 -2.98083 0.102 -0.355 0.069
H 0.77669 0.81039 -2.73483 0.009 0.640 -0.161
H 0.15369 -0.43761 -2.26783 -0.067 -0.108 -0.289
O 0.21669 2.61539 0.95617 -1.430 1.013 -1.476
H 0.48069 3.11739 1.73217 0.166 0.136 0.268
H -0.38131 3.22739 0.42517 1.180 -1.127 1.026
O -0.23931 -2.65561 0.52017 -3.435 2.410 0.726
H -0.73231 -2.83161 1.34717 0.834 -0.022 -0.394
H 0.43069 -3.25161 0.41617 2.833 -2.512 0.050
O -2.06731 0.33539 1.91417 1.351 -0.264 1.006
H -2.14431 -0.30361 1.21317 -0.512 -0.444 -0.609
H -2.75931 0.95339 1.77817 -1.121 0.742 -0.410
O -2.81431 1.39239 -0.90083 0.850 0.676 1.339
H -1.97631 0.91039 -0.71483 -0.879 -0.003 -0.727
H -3.29431 1.05439 -1.63983 -0.007 -0.589 -0.706
O 2.86969 2.18439 0.09717 0.396 0.283 -0.121
H 1.92069 2.10039 0.26217 0.096 -0.051 -0.013
H 3.12169 1.46339 -0.49283 -0.321 -0.031 0.126
O -0.00831 -3.13561 -2.46883 0.790 0.409 -0.757
H 0.95069 -3.11461 -2.34483 -0.092 0.107 -0.368
H -0.31031 -3.42661 -1.62783 -0.756 -0.432 1.070
O 1.94869 -0.35761 1.41617 1.731 0.355 0.420
H 1.81569 -0.43461 0.47117 0.141 -0.067 -0.297
H 2.90569 -0.04861 1.42917 -1.847 -0.398 0.178
```
Positions in Å, forces in eV/Å.

=====

Let's list max |F| in order: 5.041 2.598 1.004 4.259 eV Å⁻¹.
Let's list ΔE to the lowest compared entry with this formula, charge and spin in order: 0.405 0.000 1.194 1.663 eV.